No. 1
{
  "formula": "C29H16Cl2EuF5N5O2S",
  "method": "wB97M-V/def2-TZVPD",
  "species": ["Eu", "Cl", "C", "C", "C", "Cl", "C", "O", "C", "C", "O", "C", "H", "H", "H", "F", "C", "C", "F", "C", "F", "C", "S", "C", "F", "C", "F", "C", "C", "N", "C", "C", "C", "C", "C", "C", "C", "C", "C", "N", "C", "H", "H", "H", "H", "H", "H", "H", "H", "N", "C", "C", "N", "C", "C", "N", "H", "H", "H", "H", "H"],
  "coordinates": [[0.041, 0.091, 0.077], [2.296, 1.550, 7.186], [1.573, 1.446, 5.595], [0.243, 1.848, 5.428], [-0.339, 1.774, 4.184], [-1.994, 2.292, 3.997], [0.365, 1.319, 3.036], [-0.185, 1.302, 1.859], [1.703, 0.880, 3.261], [2.497, 0.283, 2.218], [2.110, 0.028, 1.045], [2.287, 0.970, 4.543], [-0.326, 2.209, 6.279], [3.520, -0.001, 2.501], [3.313, 0.632, 4.687], [-0.493, -6.776, -0.561], [-0.156, -5.530, -0.915], [-0.140, -4.517, 0.011], [-0.461, -4.775, 1.282], [0.232, -3.257, -0.391], [0.245, -2.321, 0.563], [0.562, -2.902, -1.686], [0.925, -1.257, -2.183], [0.518, -3.961, -2.582], [0.797, -3.756, -3.874], [0.170, -5.241, -2.217], [0.131, -6.219, -3.136], [-3.447, 0.985, -3.051], [-2.247, 0.794, -2.384], [-2.167, 0.302, -1.153], [-3.323, -0.050, -0.518], [-4.578, 0.123, -1.113], [-4.625, 0.649, -2.403], [-5.771, -0.238, -0.380], [-5.692, -0.733, 0.861], [-4.411, -0.938, 1.492], [-4.284, -1.461, 2.776], [-3.032, -1.653, 3.319], [-1.924, -1.318, 2.548], [-2.006, -0.820, 1.332], [-3.238, -0.612, 0.798], [-3.445, 1.388, -4.058], [-1.308, 1.040, -2.865], [-5.589, 0.786, -2.888], [-6.735, -0.096, -0.858], [-6.589, -0.998, 1.412], [-5.180, -1.715, 3.336], [-2.895, -2.053, 4.318], [-0.926, -1.464, 2.944], [-0.157, 5.804, -0.287], [0.382, 4.705, -0.843], [-0.018, 3.432, -0.404], [0.526, 2.314, -0.948], [1.455, 2.513, -1.918], [1.821, 3.789, -2.337], [1.305, 4.930, -1.818], [-0.738, 5.740, 0.533], [0.220, 6.698, -0.562], [-0.748, 3.305, 0.387], [1.898, 1.632, -2.359], [2.565, 3.899, -3.119]],
  "spin_multiplicity": 8,
  "homo_energy_ev": [-4.5594, -7.2246],
  "total_charge": 0,
  "lumo_energy_ev": [-1.1, -3.4],
  "e_above_lowest_kj_mol": 434.33,
  "s2": 15.8067
}



No. 2
{
  "formula": "C29H17BrFeI2N4O6",
  "method": "wB97M-V/def2-TZVPD",
  "species": ["Fe", "O", "C", "C", "C", "C", "C", "C", "C", "O", "N", "N", "C", "C", "C", "C", "C", "C", "C", "O", "H", "H", "H", "H", "H", "H", "H", "H", "H", "H", "I", "C", "C", "C", "I", "C", "C", "C", "C", "N", "C", "C", "O", "H", "H", "H", "H", "Br", "C", "C", "N", "C", "C", "C", "C", "O", "O", "H", "H", "H"],
  "coordinates": [[-0.020, -0.116, -0.123], [4.107, -1.159, -0.857], [4.341, -1.734, 0.333], [5.503, -2.495, 0.502], [5.775, -3.088, 1.720], [4.897, -2.940, 2.791], [3.741, -2.197, 2.617], [3.447, -1.588, 1.402], [2.182, -0.814, 1.199], [1.985, -0.278, 0.037], [1.366, -0.741, 2.212], [0.244, -0.031, 1.763], [-0.450, 0.624, 2.603], [-1.324, 1.705, 2.146], [-2.220, 2.278, 3.040], [-2.977, 3.394, 2.723], [-2.801, 3.962, 1.459], [-1.898, 3.440, 0.559], [-1.112, 2.289, 0.848], [-0.250, 1.861, -0.009], [3.214, -0.707, -0.740], [6.167, -2.608, -0.346], [6.675, -3.684, 1.834], [5.105, -3.412, 3.743], [3.027, -2.072, 3.420], [-0.290, 0.461, 3.672], [-2.324, 1.820, 4.021], [-3.682, 3.810, 3.432], [-3.389, 4.830, 1.176], [-1.770, 3.878, -0.424], [-5.198, 0.100, -0.084], [-3.824, 0.078, -1.646], [-4.258, 0.184, -2.968], [-3.370, 0.186, -4.013], [-4.132, 0.321, -5.966], [-1.973, 0.096, -3.781], [-0.961, 0.089, -4.767], [0.347, 0.011, -4.397], [0.683, -0.055, -3.031], [-0.230, -0.055, -2.095], [-1.541, 0.008, -2.443], [-2.463, -0.048, -1.309], [-1.998, -0.185, -0.149], [-5.319, 0.266, -3.168], [-1.234, 0.136, -5.815], [1.134, 0.000, -5.141], [1.713, -0.107, -2.698], [2.564, -6.439, 2.078], [1.109, -6.003, 0.931], [0.316, -7.025, 0.442], [-0.717, -6.799, -0.365], [-0.963, -5.529, -0.705], [-0.215, -4.445, -0.260], [0.847, -4.688, 0.591], [-0.570, -3.020, -0.719], [-1.395, -2.929, -1.634], [0.100, -2.129, -0.140], [0.523, -8.056, 0.711], [-1.797, -5.338, -1.368], [1.431, -3.857, 0.970]],
  "homo_energy_ev": -1.5503,
  "total_charge": -2,
  "lumo_energy_ev": 3.6,
  "e_above_lowest_kj_mol": 0.00
}



No. 3
{
  "formula": "C29H19CoF5N5O2Se",
  "method": "wB97M-V/def2-TZVPD",
  "species": ["Co", "O", "C", "O", "C", "C", "C", "C", "C", "C", "N", "C", "C", "C", "C", "C", "C", "N", "H", "H", "H", "H", "H", "H", "H", "H", "H", "H", "N", "C", "C", "C", "C", "C", "N", "C", "C", "C", "C", "C", "N", "H", "H", "H", "H", "H", "H", "H", "H", "H", "F", "C", "C", "F", "C", "F", "C", "Se", "C", "F", "C", "F"],
  "coordinates": [[0.577, 0.171, 0.728], [-3.597, -1.522, 7.409], [-3.428, -0.416, 6.666], [-4.176, 0.496, 6.825], [-2.297, -0.457, 5.639], [-1.450, -1.544, 5.365], [-0.438, -1.397, 4.404], [-0.280, -0.197, 3.752], [-1.110, 0.844, 4.014], [-2.091, 0.785, 4.976], [0.753, 0.021, 2.767], [1.921, -0.270, 3.128], [3.024, -0.286, 2.138], [4.357, -0.333, 2.484], [5.376, -0.323, 1.491], [4.910, -0.124, 0.189], [3.561, -0.009, -0.084], [2.613, -0.125, 0.835], [-2.939, -2.210, 7.309], [-1.499, -2.470, 5.890], [0.120, -2.286, 4.205], [-0.924, 1.813, 3.504], [-2.546, 1.666, 5.376], [2.251, -0.538, 4.167], [4.674, -0.508, 3.466], [6.345, -0.591, 1.845], [5.630, -0.009, -0.605], [3.251, 0.053, -1.118], [-1.387, 0.467, -1.626], [-1.424, -0.815, -1.108], [-2.202, -1.750, -1.729], [-2.347, -3.017, -1.194], [-1.566, -3.402, -0.120], [-0.745, -2.445, 0.382], [-0.670, -1.166, -0.056], [-0.900, 1.671, -1.198], [-1.201, 2.800, -1.939], [-0.870, 4.059, -1.495], [-0.184, 4.230, -0.260], [0.204, 3.066, 0.381], [-0.173, 1.835, -0.111], [-1.839, 0.484, -2.519], [-2.785, -1.468, -2.613], [-3.047, -3.684, -1.761], [-1.571, -4.376, 0.413], [-0.042, -2.572, 1.198], [-1.775, 2.693, -2.855], [-1.213, 4.903, -2.003], [0.001, 5.136, 0.245], [0.706, 3.112, 1.368], [-0.569, 0.372, -9.164], [-0.248, 0.121, -7.873], [0.933, -0.459, -7.601], [1.733, -0.805, -8.593], [1.392, -0.624, -6.267], [2.606, -1.136, -6.087], [0.644, -0.107, -5.183], [1.226, -0.442, -3.491], [-0.600, 0.487, -5.530], [-1.373, 0.954, -4.488], [-1.061, 0.566, -6.835], [-2.244, 1.076, -7.056]],
  "spin_multiplicity": 5,
  "homo_energy_ev": [-13.9541, -14.0524],
  "total_charge": 2,
  "lumo_energy_ev": [-6.8, -7.5],
  "e_above_lowest_kj_mol": 37.86,
  "s2": 6.0275
}